The following is a DFT calculation (the ωB97M-V functional and the def2-TZVPD basis) of 12 unconnected molecules or ions with the total composition C68H168F8N9O21P3S8.

The calculation puts the HOMO-LUMO gap (spin up / spin down) at 2.4 / 6.5 eV. The LUMO energy (spin up / spin down) comes out at -5.60 / -5.60 eV. For the total energy, the calculation gives -9771.75153 Eh.

```
! wB97M-V def2-TZVPD RIJCOSX def2/J DEFGRID3
* xyz 3 2
C -6.684 -4.809 -12.190
C -6.782 -4.278 -13.632
C -8.060 -4.866 -14.265
O -8.351 -4.425 -15.592
C -7.492 -4.591 -16.696
N -6.730 -2.695 -13.650
H -5.838 -2.353 -13.321
H -6.793 -2.177 -14.515
H -7.448 -2.258 -13.089
H -5.730 -4.627 -11.695
H -6.694 -5.890 -12.331
H -7.437 -4.341 -11.555
H -5.967 -4.632 -14.264
H -8.925 -4.580 -13.666
H -8.093 -5.947 -14.132
H -7.926 -4.204 -17.618
H -7.390 -5.654 -16.916
H -6.542 -4.065 -16.602
C -7.899 6.779 -7.921
C -9.395 6.439 -8.271
C -9.599 5.084 -9.037
O -10.977 5.078 -9.344
C -11.303 4.095 -10.365
N -10.195 6.427 -6.988
H -10.190 7.397 -6.707
H -11.127 6.044 -7.057
H -9.659 5.968 -6.265
H -7.909 7.726 -7.382
H -7.339 6.808 -8.856
H -7.284 6.057 -7.383
H -9.708 7.242 -8.937
H -9.232 4.258 -8.428
H -9.059 5.043 -9.983
H -10.904 3.172 -9.945
H -10.896 4.345 -11.346
H -12.361 4.033 -10.620
C -0.730 0.053 -8.275
C -1.712 -0.099 -7.158
C -2.957 0.864 -7.132
O -3.794 0.572 -8.271
C -5.055 1.268 -8.290
N -2.174 -1.562 -7.300
H -2.641 -1.629 -8.193
H -1.488 -2.298 -7.208
H -2.856 -1.845 -6.612
H -1.126 -0.166 -9.267
H 0.065 -0.682 -8.146
H -0.123 0.956 -8.226
H -1.193 -0.030 -6.201
H -2.589 1.885 -7.234
H -3.493 0.726 -6.193
H -5.868 0.826 -7.715
H -5.478 1.426 -9.282
H -4.925 2.200 -7.740
C -15.265 5.589 -13.571
C -14.072 5.277 -14.402
C -13.005 4.455 -13.737
O -11.887 4.267 -14.608
C -11.106 3.168 -14.169
N -14.639 4.555 -15.578
H -13.858 4.269 -16.150
H -15.212 3.767 -15.310
H -15.003 5.266 -16.196
H -14.942 6.038 -12.632
H -15.955 4.779 -13.337
H -15.869 6.413 -13.952
H -13.682 6.193 -14.846
H -13.396 3.507 -13.367
H -12.657 5.087 -12.919
H -11.786 2.323 -14.061
H -10.494 3.292 -13.275
H -10.397 2.939 -14.964
C -6.816 2.349 -14.771
C -5.951 1.819 -13.632
C -6.280 2.393 -12.243
O -5.728 3.690 -12.260
C -5.529 4.334 -11.063
N -5.955 0.238 -13.549
H -6.790 -0.104 -13.095
H -5.916 -0.056 -14.514
H -5.243 -0.280 -13.053
H -6.606 1.958 -15.767
H -6.692 3.429 -14.836
H -7.855 2.229 -14.461
H -4.913 1.905 -13.953
H -5.723 1.806 -11.514
H -7.356 2.309 -12.090
H -5.227 5.362 -11.262
H -4.670 3.956 -10.509
H -6.339 4.423 -10.339
C -2.538 3.528 -13.917
C -2.173 2.386 -14.925
C -1.120 1.417 -14.446
C 0.333 1.960 -14.536
P 1.649 0.820 -14.019
C 1.363 -0.842 -14.780
C 1.087 -0.723 -16.258
C 0.719 -1.974 -16.989
C -0.750 -2.483 -16.935
C 3.195 1.367 -14.668
C 4.291 0.298 -14.307
C 5.751 0.782 -14.304
C 6.315 1.157 -15.688
C 1.819 0.636 -12.219
C 1.802 1.860 -11.318
C 3.178 2.461 -11.036
C 3.131 3.708 -10.066
H -2.924 3.185 -12.957
H -3.437 4.043 -14.257
H -1.696 4.185 -13.704
H -1.785 2.918 -15.793
H -3.119 1.925 -15.212
H -1.217 0.500 -15.027
H -1.382 1.188 -13.413
H 0.377 2.777 -13.816
H 0.530 2.233 -15.572
H 0.508 -1.213 -14.214
H 2.174 -1.550 -14.609
H 2.037 -0.424 -16.702
H 0.398 0.077 -16.530
H 1.328 -2.804 -16.631
H 1.047 -1.876 -18.023
H -0.920 -3.334 -17.595
H -1.423 -1.639 -17.087
H -1.035 -2.809 -15.935
H 3.449 2.386 -14.376
H 3.083 1.404 -15.752
H 4.181 -0.476 -15.067
H 4.109 -0.148 -13.329
H 6.344 -0.003 -13.834
H 5.883 1.681 -13.703
H 6.391 0.262 -16.304
H 7.296 1.631 -15.709
H 5.625 1.833 -16.193
H 2.691 0.040 -11.950
H 0.972 -0.028 -12.043
H 1.327 1.571 -10.380
H 1.223 2.668 -11.765
H 3.699 2.707 -11.961
H 3.858 1.724 -10.608
H 4.117 3.920 -9.654
H 2.505 3.466 -9.207
H 2.654 4.592 -10.489
C -8.836 6.847 -23.214
C -10.012 6.064 -22.701
C -10.206 6.154 -21.203
C -9.139 5.544 -20.272
P -9.590 5.622 -18.471
C -8.183 5.074 -17.393
C -7.192 4.179 -18.162
C -5.701 4.196 -17.777
C -4.766 3.360 -18.728
C -11.031 4.460 -18.319
C -10.747 2.944 -18.766
C -11.917 2.001 -18.392
C -11.452 0.622 -18.021
C -10.253 7.326 -18.037
C -11.027 7.423 -16.724
C -11.627 8.826 -16.377
C -12.161 8.939 -14.924
H -8.998 7.924 -23.275
H -8.746 6.573 -24.265
H -7.895 6.642 -22.703
H -10.023 5.008 -22.974
H -10.925 6.535 -23.065
H -11.238 5.944 -20.924
H -10.223 7.233 -21.045
H -8.226 6.138 -20.315
H -9.000 4.517 -20.611
H -8.505 4.573 -16.480
H -7.682 6.021 -17.194
H -7.123 4.421 -19.222
H -7.506 3.136 -18.199
H -5.661 3.859 -16.741
H -5.302 5.210 -17.749
H -5.051 3.603 -19.751
H -4.949 2.317 -18.470
H -3.742 3.654 -18.499
H -11.786 4.804 -19.026
H -11.516 4.610 -17.354
H -9.805 2.675 -18.288
H -10.450 2.861 -19.811
H -12.491 1.956 -19.318
H -12.491 2.441 -17.577
H -10.764 0.523 -17.182
H -11.018 0.092 -18.869
H -12.293 -0.013 -17.741
H -10.889 7.620 -18.872
H -9.454 8.068 -18.022
H -10.440 7.135 -15.852
H -11.783 6.638 -16.761
H -12.348 9.181 -17.113
H -10.760 9.482 -16.450
H -12.703 9.852 -14.677
H -11.380 8.786 -14.179
H -12.910 8.150 -14.857
C 3.565 11.031 -9.363
C 2.071 11.045 -9.223
C 1.364 10.270 -10.361
C -0.140 9.926 -10.042
P -1.008 8.558 -10.904
C -0.943 8.804 -12.733
C -1.169 7.612 -13.633
C -1.061 7.863 -15.153
C -1.726 6.784 -16.033
C -0.179 6.897 -10.446
C -0.715 5.478 -10.950
C -0.778 4.505 -9.767
C -1.564 3.169 -10.080
C -2.743 8.370 -10.173
C -2.842 8.015 -8.666
C -4.247 7.664 -8.202
C -4.213 6.725 -6.942
H 3.919 11.458 -8.425
H 4.068 11.505 -10.206
H 4.100 10.083 -9.313
H 1.773 12.093 -9.262
H 1.750 10.651 -8.259
H 1.890 9.342 -10.586
H 1.330 10.858 -11.278
H -0.653 10.858 -10.279
H -0.185 9.594 -9.005
H 0.116 9.062 -12.699
H -1.428 9.743 -13.001
H -2.128 7.129 -13.449
H -0.406 6.927 -13.263
H -0.036 7.995 -15.501
H -1.425 8.806 -15.559
H -2.812 6.878 -16.044
H -1.488 5.827 -15.569
H -1.401 6.958 -17.058
H -0.080 6.851 -9.362
H 0.839 6.969 -10.831
H -0.197 5.065 -11.815
H -1.784 5.556 -11.149
H -1.309 4.977 -8.941
H 0.214 4.212 -9.425
H -1.587 2.518 -9.206
H -0.993 2.600 -10.813
H -2.617 3.160 -10.363
H -3.171 7.629 -10.848
H -3.391 9.212 -10.414
H -2.249 8.619 -7.980
H -2.291 7.078 -8.745
H -4.742 7.175 -9.041
H -4.849 8.544 -7.975
H -3.559 7.179 -6.198
H -3.878 5.696 -7.075
H -5.190 6.593 -6.477
N -4.137 -1.737 -12.728
S -2.936 -2.504 -13.085
O -2.679 -3.687 -12.274
O -1.803 -1.832 -13.702
F -3.502 -3.231 -14.442
S -3.375 -1.122 -11.333
O -2.539 0.019 -11.700
O -3.069 -1.934 -10.175
F -4.698 -0.346 -10.699
N -6.115 -1.046 -16.037
S -4.645 -0.995 -16.918
O -4.462 -0.067 -18.068
O -3.985 -2.256 -17.088
F -3.787 -0.185 -15.821
S -7.003 -0.726 -17.236
O -7.022 -1.775 -18.266
O -7.419 0.627 -17.664
F -8.307 -1.223 -16.382
N -7.236 7.707 -14.043
S -7.964 6.391 -13.213
O -7.659 6.207 -11.825
O -8.353 5.276 -14.063
F -9.392 7.096 -13.028
S -5.869 7.067 -13.939
O -5.545 5.837 -14.585
O -5.045 7.392 -12.783
F -5.120 8.044 -15.003
N -8.289 -0.825 -12.305
S -8.275 -0.523 -10.662
O -9.353 -1.003 -9.754
O -7.605 0.733 -10.381
F -7.022 -1.559 -10.467
S -9.721 -0.468 -12.443
O -10.032 0.933 -12.295
O -10.645 -1.569 -12.139
F -9.758 -0.414 -14.066
*
```